Formula: C24H30N4O4
Source: OMol25
Level of theory: the ωB97M-V functional and the def2-TZVPD basis

Element x y z (Å)
C1 3.663 6.751 1.132
C2 2.840 5.478 1.000
O1 3.330 4.767 -0.122
C3 2.734 3.604 -0.479
C4 3.246 2.987 -1.625
C5 2.713 1.802 -2.079
C6 1.663 1.199 -1.392
N1 1.088 -0.007 -1.881
C7 0.001 0.150 -2.828
C8 -1.302 0.692 -2.230
O2 -1.931 1.568 -2.790
N2 -1.686 0.097 -1.091
C9 -2.937 0.398 -0.435
C10 -3.943 -0.759 -0.552
C11 -4.812 -0.606 0.690
C12 -3.799 -0.255 1.778
C13 -2.770 0.644 1.079
C14 1.536 -1.243 -1.576
O3 0.995 -2.254 -1.989
C15 2.752 -1.321 -0.658
C16 2.316 -1.219 0.814
C17 0.957 -1.879 0.965
O4 -0.066 -1.223 1.014
N3 0.998 -3.231 0.999
C18 -0.060 -4.136 0.984
C19 -1.403 -3.765 1.004
C20 -2.349 -4.773 0.974
C21 -1.934 -6.097 0.935
C22 -0.573 -6.352 0.930
N4 0.343 -5.401 0.955
C23 1.150 1.807 -0.257
C24 1.680 3.001 0.201
H1 3.564 7.351 0.232
H2 3.317 7.327 1.985
H3 4.711 6.502 1.269
H4 2.940 4.866 1.907
H5 1.780 5.725 0.854
H6 4.059 3.468 -2.144
H7 3.105 1.335 -2.970
H8 -0.202 -0.839 -3.253
H9 0.306 0.834 -3.627
H10 -1.108 -0.612 -0.661
H11 -3.330 1.287 -0.935
H12 -4.509 -0.716 -1.480
H13 -3.404 -1.708 -0.520
H14 -5.379 -1.507 0.921
H15 -5.514 0.217 0.550
H16 -4.264 0.238 2.631
H17 -3.317 -1.165 2.138
H18 -1.760 0.386 1.392
H19 -2.942 1.694 1.314
H20 3.214 -2.293 -0.844
H21 3.467 -0.534 -0.892
H22 3.055 -1.689 1.464
H23 2.210 -0.170 1.095
H24 1.894 -3.694 0.912
H25 -1.682 -2.727 1.040
H26 -3.401 -4.528 0.982
H27 -2.647 -6.906 0.909
H28 -0.188 -7.363 0.905
H29 0.329 1.346 0.270
H30 1.258 3.452 1.085

Max |F| ... 0.7 eV/Å
SMILES string ... CCOc1ccc(N(CC(=O)NC2CCCC2)C(=O)CCC(=O)Nc2ccccn2)cc1
Calculated total energy ... -39527.4186 eV
HOMO-LUMO gap ... 0.345 hartree
Relative energy (zero: lowest compared OMol25 entry of this formula, charge and spin) ... 8.6 kcal/mol
E_LUMO ... 0.6 eV
HOMO level ... -8.794 eV